[1]
CHF4P | ωB97M-V/def2-TZVPD

Properties
2S+1: 1
Charge: 0
Largest force on an atom: 3.79 eV/Å

```
7
Properties=species:S:1:pos:R:3:mulliken_charge:R:1
C -0.907 0.189 -0.107 0.380
F -1.638 -0.731 0.541 -0.193
F -1.619 0.693 -1.092 -0.200
F -0.452 1.176 0.700 -0.206
F 1.724 -1.431 0.635 -0.202
P 1.462 -0.581 -0.671 0.321
H 1.431 0.686 -0.008 0.100
```

=====

[2]
C5H13N3O | ωB97M-V/def2-TZVPD

Properties
2S+1: 1
Charge: 0
Largest force on an atom: 3.68 eV/Å

```
22
Properties=species:S:1:pos:R:3:mulliken_charge:R:1
C 2.406 -0.455 1.814 -0.048
C -2.574 -0.717 -1.451 -1.129
C -1.745 0.312 -2.074 -0.289
C -0.340 0.552 -1.482 -0.668
C -0.352 1.047 0.011 -0.465
N 3.212 -1.197 2.568 -0.363
N 1.011 1.115 0.496 -0.515
N 1.143 -0.275 1.776 0.318
O 0.218 -0.370 2.557 -0.633
H 2.864 -0.072 0.898 0.333
H -3.519 -0.800 -2.001 0.349
H -2.018 -1.655 -1.269 0.299
H -2.912 -0.264 -0.442 0.261
H -1.500 -0.181 -3.053 0.243
H -2.418 1.135 -2.280 0.330
H 0.127 -0.414 -1.426 0.214
H 0.294 1.210 -2.089 0.337
H -0.850 0.258 0.589 0.287
H -0.844 1.990 0.142 0.435
H 3.954 -1.646 2.082 0.218
H 2.888 -1.515 3.466 0.225
H 0.956 1.940 1.167 0.259
```

=====

[3]
C10H14N2O3 | ωB97M-V/def2-TZVPD

Properties
2S+1: 1
Charge: 0
Largest force on an atom: 6.48 eV/Å

```
29
Properties=species:S:1:pos:R:3:mulliken_charge:R:1
C -1.420 1.376 -0.699 0.577
C -2.094 -1.142 -0.662 0.720
C 0.654 0.444 2.184 -0.909
C 0.647 0.369 -1.401 -1.308
C 0.895 -0.129 1.030 -0.510
C -2.049 0.185 0.030 0.367
C 1.644 0.415 -0.207 2.314
C -2.882 -2.268 -0.012 -1.201
C 2.675 -0.684 -0.640 -1.533
C 2.197 1.774 0.013 -2.302
N -3.168 0.461 2.063 -0.931
N -2.553 0.370 1.152 0.865
O -1.985 2.471 -0.595 -0.655
O -1.577 -1.329 -1.755 -0.675
O -0.298 1.310 -1.292 -0.296
H 0.018 -0.122 2.869 0.331
H 0.901 1.501 2.493 0.226
H 1.264 0.699 -2.279 0.429
H 0.232 -0.567 -1.614 0.635
H 0.545 -1.164 0.878 0.286
H -3.345 -2.760 -0.854 0.326
H -3.562 -1.736 0.622 0.365
H -2.335 -2.873 0.656 0.318
H 3.205 -0.398 -1.562 0.380
H 1.943 -1.466 -0.922 0.441
H 3.399 -1.006 0.160 0.313
H 2.672 2.066 -0.831 0.560
H 2.937 1.732 0.782 0.482
H 1.439 2.472 0.393 0.387
```

=====

[4]
CH5N2O3 | ωB97M-V/def2-TZVPD

Properties
2S+1: 1
SMILES: CO[N+](=O)NO
Charge: +1
Largest force on an atom: 6.34 eV/Å

```
11
Properties=species:S:1:pos:R:3:mulliken_charge:R:1
C 1.045 -0.352 0.742 -0.481
O 0.185 0.121 -0.274 -0.205
N -1.242 -0.246 -0.056 1.007
O -1.543 -1.067 0.787 -0.402
N -1.960 0.265 -1.037 -0.206
O -1.355 0.920 -2.139 -0.273
H 0.950 0.229 1.615 0.309
H 1.976 -0.180 0.246 0.285
H 0.850 -1.460 0.975 0.261
H -2.870 -0.126 -1.357 0.336
H -1.507 1.805 -2.116 0.368
```

=====

[5]
C8H8F5MnN2SSe | ωB97M-V/def2-TZVPD

Properties
2S+1: 6
Charge: -1
Largest force on an atom: 0.27 eV/Å

```
26
Properties=species:S:1:pos:R:3:lowdin_spin:R:1
Mn 1.034 -0.686 0.453 4.621
N 3.312 -0.712 -0.104 0.044
C 3.781 0.645 -0.387 0.005
C 3.014 1.645 0.469 0.007
N 1.576 1.560 0.205 0.044
H 3.447 -0.959 0.880 0.008
H 3.743 -1.405 -0.700 0.004
H 3.606 0.854 -1.447 0.000
H 4.852 0.777 -0.193 0.001
H 3.419 2.649 0.300 0.001
H 3.149 1.378 1.519 0.004
H 1.292 2.066 -0.625 0.003
H 1.044 1.884 1.005 0.005
F -5.714 -0.356 0.831 0.000
C -4.512 -0.542 0.271 0.002
C -4.223 -1.721 -0.388 0.000
F -5.158 -2.680 -0.460 0.000
C -2.980 -1.904 -0.965 0.002
F -2.764 -3.067 -1.592 0.001
C -1.980 -0.939 -0.914 0.015
Se -0.277 -1.197 -1.717 0.047
C -2.313 0.238 -0.247 0.008
F -1.421 1.235 -0.153 0.009
C -3.547 0.444 0.338 0.000
F -3.824 1.595 0.966 0.000
S 1.441 -0.801 2.654 0.168
```

=====

[6]
CHCl2FS | ωB97M-V/def2-TZVPD

Properties
2S+1: 1
Charge: 0
Largest force on an atom: 4.66 eV/Å

```
6
Properties=species:S:1:pos:R:3:mulliken_charge:R:1
C 0.580 0.346 0.524 0.296
F 0.123 -0.692 1.272 -0.153
S -1.370 -0.365 -1.660 -0.162
Cl 1.888 0.106 -0.455 -0.012
Cl 0.276 1.900 1.208 -0.080
H -1.497 -1.296 -0.889 0.111
```

=====

Energy above the lowest of the compared OMol25 structures with the same formula, charge and spin per entry: 155.9, 551.5, 425.1, 184.4, 0.0, 279.1 kJ/mol
E_tot per entry: -21210.30058, -11908.90087, -19716.20572, -10226.34494, -132497.47328, -39647.32889 eV